The following is a DFT calculation (ωB97M-V/def2-TZVPD) of a structure of composition C13H23EuFNP.

Summary:
- Multiplicity: 8
- Frontier orbital gap (alpha / beta): 6.306 / 7.050 eV
- <S²>: 15.761

Last column: Löwdin spin population.
Positions of all 40 atoms, in Å:
C1 0.551 3.498 -3.596  0.00
C2 -0.744 3.155 -3.211  0.00
C3 -0.981 2.005 -2.421  0.00
C4 0.112 1.272 -1.969  -0.02
C5 1.405 1.601 -2.359  0.00
C6 1.630 2.727 -3.172  0.00
C7 -2.429 1.702 -2.067  0.00
C8 -2.985 0.254 -2.049  0.00
N1 -1.938 -0.818 -2.182  -0.01
Eu1 -0.744 -0.486 -0.433  7.00
C9 2.609 0.806 -1.917  0.00
P1 2.111 -0.816 -1.156  0.01
H1 -1.600 3.760 -3.527  0.00
H2 2.658 2.971 -3.452  0.00
H3 0.720 4.372 -4.225  0.00
H4 3.173 1.353 -1.141  0.00
H5 3.299 0.621 -2.759  0.00
H6 -2.654 2.130 -1.072  0.00
H7 -3.056 2.246 -2.782  0.00
H8 -3.491 0.077 -1.093  0.00
C10 3.644 -1.152 -0.211  0.00
C11 2.362 -1.920 -2.609  0.00
H9 -3.703 0.117 -2.874  0.00
C12 -1.370 -0.870 -3.561  0.00
C13 -2.431 -2.162 -1.761  0.00
H10 -0.340 -1.995 1.639  0.01
H11 -1.685 -1.807 -4.043  0.00
H12 -1.718 -0.002 -4.134  0.00
H13 -0.272 -0.851 -3.516  0.00
H14 -2.971 -2.645 -2.594  0.00
H15 -1.567 -2.799 -1.494  0.00
H16 -3.092 -2.077 -0.885  0.00
H17 3.415 -1.910 -2.923  0.00
H18 2.082 -2.942 -2.316  0.00
H19 1.725 -1.618 -3.451  0.00
H20 4.533 -1.152 -0.859  0.00
H21 3.755 -0.381 0.564  0.00
H22 3.548 -2.129 0.282  0.00
H23 -0.592 -2.671 1.041  0.01
F1 -2.103 0.426 0.927  -0.02


The following is a DFT calculation (ωB97M-V/def2-TZVPD) of the ion C5H15NP with charge +1.

Summary:
- Net charge: +1
- Frontier orbital gap: 10.736 eV

Last column: Löwdin charge in e.
Positions of all 22 atoms, in Å:
C1 1.748 -0.870 1.298  -0.10
C2 1.582 0.381 0.227  -0.42
C3 1.392 -0.192 -1.297  -0.14
C4 0.381 1.361 0.760  -0.33
P1 -1.225 1.315 -0.271  1.06
C5 -2.108 -0.357 0.200  -0.39
N1 -2.775 -0.985 -1.008  -0.08
H1 2.416 -0.533 2.198  0.10
H2 0.648 -1.154 1.659  0.08
H3 2.249 -1.798 0.788  0.10
H4 2.576 1.016 0.236  0.14
H5 2.481 -0.505 -1.673  0.11
H6 1.003 0.593 -2.078  0.07
H7 0.771 -1.208 -1.312  0.10
H8 0.081 1.010 1.861  0.12
H9 0.809 2.453 0.889  0.12
H10 -1.031 1.285 -1.698  0.03
H11 -2.022 2.476 0.143  0.05
H12 -1.210 -1.085 0.494  0.09
H13 -2.834 -0.195 1.120  0.13
H14 -2.042 -0.994 -1.780  0.07
H15 -2.891 -2.013 -0.757  0.10


The following is a DFT calculation (ωB97M-V/def2-TZVPD) of a structure of composition C32H38ClLuN3O2.

Summary:
- Net charge: -1
- Frontier orbital gap (alpha / beta): 3.430 / 3.431 eV

Last column: Löwdin charge in e.
Positions of all 77 atoms, in Å:
Lu1 0.663 -0.147 -0.232  1.26
Cl1 2.624 -0.215 -2.040  -0.20
N1 0.598 2.022 -0.476  -0.02
N2 0.511 -2.329 -0.431  -0.03
C1 0.115 2.805 -1.412  -0.32
C2 0.040 -3.103 -1.388  -0.33
C3 1.625 2.841 0.308  -0.52
C4 1.924 3.978 -0.692  -0.04
C5 2.862 2.015 0.701  -0.06
C6 0.883 3.316 1.551  -0.03
H1 3.327 1.580 -0.187  0.02
H2 2.630 1.195 1.405  0.04
H3 3.553 2.700 1.208  0.09
H4 -0.029 3.839 1.230  0.10
H5 1.558 3.937 2.161  0.09
H6 0.574 2.436 2.127  0.06
C7 1.509 -3.172 0.362  -0.52
C8 1.799 -4.329 -0.620  -0.05
C9 0.720 -3.617 1.590  -0.02
C10 2.772 -2.390 0.760  -0.06
H7 3.258 -1.964 -0.125  0.02
H8 3.440 -3.091 1.280  0.09
H9 2.566 -1.570 1.470  0.05
H10 -0.189 -4.124 1.241  0.10
H11 0.399 -2.722 2.138  0.05
H12 1.364 -4.230 2.240  0.09
O1 0.656 -4.289 -1.573  0.01
H13 1.847 -5.312 -0.120  0.13
H14 2.698 -4.073 -1.218  0.14
O2 0.747 3.979 -1.612  0.02
H15 2.790 3.674 -1.312  0.14
H16 2.016 4.963 -0.206  0.13
C11 -1.030 2.399 -2.271  -0.08
C12 -1.064 -2.692 -2.296  -0.11
C13 -0.972 -1.358 -3.039  -0.22
H17 -1.965 -2.607 -1.663  0.11
H18 -1.190 -3.516 -3.019  0.10
C14 -0.981 -0.150 -2.177  -0.22
C15 -0.963 1.070 -3.026  -0.21
H19 -1.388 -0.248 -0.850  0.06
C16 -1.169 1.074 -4.450  -0.25
C17 -1.298 -0.131 -5.160  -0.08
C18 -1.437 2.372 -5.197  -0.08
C19 -1.177 -1.345 -4.463  -0.25
H20 -1.547 -0.126 -6.253  0.09
C20 -1.453 -2.634 -5.222  -0.08
H21 -1.581 -2.383 -6.280  0.06
H22 -2.374 -3.118 -4.871  0.08
H23 -0.616 -3.326 -5.111  0.07
H24 -2.358 2.855 -4.846  0.08
H25 -1.561 2.131 -6.258  0.06
H26 -0.597 3.059 -5.076  0.07
H27 -1.192 3.230 -2.978  0.10
H28 -1.908 2.315 -1.605  0.11
C21 -3.550 2.824 2.825  -0.11
C22 -3.349 2.385 1.504  -0.12
C23 -2.338 1.536 1.157  -0.07
C24 -1.457 1.068 2.184  -0.27
C25 -1.622 1.543 3.519  -0.08
C26 -2.652 2.391 3.831  -0.11
N3 -0.269 0.234 1.901  -0.12
C27 0.195 -0.507 3.032  -0.35
C28 1.571 -0.521 3.414  -0.09
C29 1.949 -1.195 4.551  -0.12
C30 1.032 -1.916 5.337  -0.11
C31 -0.329 -1.957 4.932  -0.10
C32 -0.732 -1.306 3.787  -0.08
H29 -4.350 3.476 3.104  0.07
H30 -4.037 2.723 0.731  0.09
H31 -2.199 1.179 0.122  0.04
H32 -0.875 1.180 4.262  0.12
H33 -2.730 2.678 4.873  0.09
H34 2.278 0.077 2.829  0.07
H35 2.986 -1.170 4.878  0.09
H36 1.324 -2.446 6.241  0.08
H37 -1.088 -2.480 5.514  0.10
H38 -1.786 -1.272 3.455  0.13


Number 1: F_max 4.51 eV/Å, total energy -1715.34164 Ha. Number 2: F_max 2.67 eV/Å, total energy -595.24592 Ha. Number 3: F_max 4.01 eV/Å, total energy -3252.67053 Ha.